This record from the Open Molecules 2025 dataset describes an isolated ion of composition C7H13N2OS and charge +1. The level of theory is ωB97M-V/def2-TZVPD.

Calculated values
- lowest unoccupied orbital energy (eV) = -4.1
- HOMO (eV) = -13.07
- HOMO-LUMO gap (eV) = 8.98
- SMILES string = CC(=O)[N+]1(C(N)=S)[C@H](C)[C@H]1C
- max |F| (Eh/bohr) = 0.0903
- spin multiplicity = 1
- charge = +1

XYZ file:
```
24
Properties=species:S:1:pos:R:3:forces:R:3
C 0.591 -2.444 -0.029 -1.11 -2.15 0.53
C -0.346 -1.541 0.578 -1.85 1.82 0.87
O -1.366 -1.678 1.160 0.61 -0.84 -0.44
N 0.023 -0.076 0.234 2.59 -1.19 -0.61
C 1.390 0.115 0.749 0.04 -0.03 2.07
N 2.411 0.377 -0.105 -1.45 -0.37 2.12
S 1.315 -0.087 2.411 1.31 0.32 -1.50
C -0.856 1.060 0.454 1.08 0.17 0.34
C -2.078 0.846 1.292 -0.06 4.62 0.41
C -0.656 0.504 -0.940 -2.90 -1.92 1.02
C 0.048 1.247 -1.986 -2.37 -2.93 -0.56
H 1.397 -2.710 0.587 1.33 0.12 1.07
H 0.057 -3.382 -0.097 -0.18 -0.32 -0.48
H 0.938 -2.122 -0.953 0.58 0.58 -1.71
H 2.120 0.674 -1.007 0.65 0.37 -0.75
H 3.253 0.694 0.383 -0.17 -0.10 -0.77
H -0.096 1.909 0.707 -2.03 -1.13 -0.46
H -2.871 0.484 0.687 -0.75 -0.50 -0.21
H -2.270 2.004 1.472 -0.48 -2.31 0.05
H -2.015 0.378 2.271 0.41 -0.03 -0.32
H -1.433 -0.346 -1.245 1.44 2.27 0.37
H 0.434 2.053 -1.559 2.03 3.71 1.25
H -0.718 1.481 -2.691 -0.14 0.46 -0.86
H 0.728 0.559 -2.374 1.42 -0.64 -1.44
```
Forces are in eV/Å.

Mulliken atomic charge list, values in e, 6 entries: atom 1 (C): -1.31, atom 2 (C): 0.57, atom 3 (O): -0.41, atom 4 (N): 0.78, atom 5 (C): -0.06, atom 6 (N): -0.25